# C61H56N2NaO4P3S

A molecular structure, C61H56N2NaO4P3S (the ωB97M-V functional and the def2-TZVPD basis, the Open Molecules 2025 dataset).

Results
HOMO energy, eV: 0.42

The geometry in ORCA input format:
```
! wB97M-V def2-TZVPD RIJCOSX def2/J DEFGRID3
* xyz -2 1
S 2.80081 2.10882 -1.86665
P 1.64249 -6.05474 -0.57485
P 0.13230 -3.00060 -0.66275
P -2.33918 1.83720 0.94263
Na 0.46017 0.35819 -0.14200
O 2.28197 -0.44695 -0.55964
O -1.40741 -0.68111 -0.38269
O 0.47523 -1.95132 2.44174
O 1.30085 -0.55804 -3.18485
N -1.61761 2.05792 -0.43872
N 3.33252 0.18570 -0.09583
C -0.45216 -3.17456 -2.40416
C 0.63434 5.46542 0.68363
C -3.21354 -4.74252 1.11969
C -5.40058 -0.32632 -0.67199
C -0.50671 -4.51137 1.57009
C 0.07289 -3.51335 -4.75123
C 0.46156 -3.44781 -3.42471
C 4.39738 -7.33700 -4.08594
C -1.78811 1.35402 3.60935
C 3.44300 -8.19436 -3.55232
C 1.60630 -4.16444 -0.64141
C -2.14759 -2.91082 -4.12404
C 0.07288 -6.77617 -1.22999
C -4.43548 0.63310 -0.40920
C 0.52984 6.67990 0.00510
C 2.70403 -6.46412 -2.02002
C -3.62457 0.53256 0.72183
C -1.74971 -2.84328 -2.79793
C -3.30171 3.63736 -4.66047
C 3.69261 1.41485 -0.62293
C -4.92745 5.16701 2.89901
C -4.74763 -1.52204 1.30580
C 0.41631 1.01160 4.45764
C -1.99885 1.67603 -3.22307
C -0.14689 6.68372 -1.21620
C -0.64614 -7.60383 -0.36846
C -0.83540 4.34628 -0.93947
C -0.01656 4.33680 0.23175
C 5.13551 0.21637 1.46445
C -1.56928 3.19176 -1.31004
C -1.79246 -8.25478 -0.79361
C -2.82202 4.31919 2.10383
C -1.49066 -7.33038 -2.98437
C 4.51673 -6.05554 -3.57117
C -3.42089 3.12320 1.69895
C 3.69122 -5.62919 -2.54059
C 0.10383 1.15372 2.00084
C -5.53626 3.98476 2.50334
C -0.94641 1.16341 4.69044
C -0.77785 5.55607 -1.69778
C 4.84477 2.02396 -0.06855
C -2.67585 -5.25900 2.28613
C 4.02736 -0.37332 0.91196
C -3.56389 5.32759 2.69354
C 0.90401 0.98385 3.15720
C -1.03276 -3.99172 0.37909
C 2.61487 -7.76668 -2.53112
C -1.25368 1.36477 2.31600
C -1.24467 -3.27434 -5.10938
C -2.12024 2.95886 -2.63025
C -2.48717 1.39548 -4.48316
C -3.78739 -0.55651 1.57218
C -5.56069 -1.40954 0.18584
C 5.55580 1.44897 0.95249
C -4.79422 2.97721 1.90574
C -1.31036 -5.13806 2.50561
C -2.23095 -8.10476 -2.10111
C -2.40746 -4.11054 0.18363
C -3.14124 2.37740 -5.22597
C -2.81264 3.92515 -3.39637
C -0.33778 -6.69180 -2.56011
H -1.55449 -3.34720 -6.14461
H 5.04382 -7.66707 -4.88935
H 1.00352 7.57762 0.38759
H -1.75784 4.44659 1.95554
H -2.85093 1.51612 3.76966
H 1.50458 -3.61493 -3.20093
H 0.81083 -3.74792 -5.50903
H -2.33462 0.40486 -4.89972
H 5.64697 -0.26487 2.28574
H -5.51396 5.95353 3.35923
H 0.54212 -4.38689 1.79123
H 3.34299 -9.20099 -3.94112
H -0.86465 -5.52462 3.41430
H -1.22037 5.59086 -2.68314
H 1.55723 0.36710 -3.30333
H 0.13214 3.39778 0.74933
H 1.87202 -8.44056 -2.12245
H 1.24303 5.39844 1.58134
H 0.24566 -6.12472 -3.26576
H -6.59592 3.83655 2.67979
H 2.11500 -3.86678 0.27929
H 3.63160 -1.32163 1.24746
H -0.16849 7.59701 -1.80537
H -1.33740 1.15049 5.70208
H 1.09551 0.91654 5.30111
H 3.82827 -4.63098 -2.14446
H -2.22771 -1.14922 -0.55410
H -3.30490 -5.75823 3.01335
H -3.01634 4.89661 -2.96591
H -3.07238 6.24109 3.00621
H -2.87393 -3.74674 -0.71977
H 6.42876 1.94266 1.36232
H -0.30429 -7.71683 0.65216
H 5.26071 -5.37970 -3.97505
H 1.68843 -0.74572 -2.31067
H -4.85592 -2.36467 1.97766
H -0.42904 -1.82348 2.12738
H -4.28984 1.47290 -1.08159
H -3.83602 4.40425 -5.21428
H 0.82681 -1.04912 2.48933
H -2.48345 -2.50989 -2.07992
H -2.34870 -8.87690 -0.10240
H -5.28918 2.05663 1.62750
H -1.81262 -7.22183 -4.01323
H -1.56058 0.22482 -0.75011
H -1.44945 0.90821 -2.69556
H -3.16858 -2.65538 -4.38114
H -3.50741 2.16897 -6.22522
H 5.12365 2.98379 -0.47660
H 2.25676 -3.82883 -1.44483
H -4.27783 -4.82315 0.92989
H 1.98031 0.85441 3.02545
H -3.13430 -8.60135 -2.43419
H -3.15129 -0.64953 2.44500
H -6.02942 -0.23108 -1.54926
H -6.31390 -2.16139 -0.01925
*
```